[1]
ORCA calculation (wB97M-V/def2-TZVPD) on the molecule C7H14 at a distorted geometry.

ORCA input file:
```
! RIJCOSX wB97M-V def2-TZVPD def2/J DEFGRID3
* xyz 0 1
H -1.796 0.962 2.413
C 0.193 1.730 2.160
H 1.374 -2.895 -0.855
H -1.935 -0.072 0.025
H 0.671 -0.933 0.160
C -0.179 0.860 -0.727
C -1.325 0.797 0.285
C 0.542 -1.259 -1.892
H 1.952 -2.716 -2.548
H 0.505 1.661 -0.471
H 0.349 -3.422 -2.170
H -0.051 2.797 2.106
H 0.485 -0.765 -2.857
C 0.544 -0.470 -0.822
H 1.064 1.629 1.508
H -0.547 -0.181 2.156
H 0.569 1.489 3.151
H -1.898 1.723 0.191
C 1.085 -2.667 -1.886
H -0.660 0.965 -1.693
C -0.943 0.767 1.765
*
```

energy above the lowest of the compared OMol25 structures with the same formula, charge and spin	111.7	kJ/mol
F_max	0.039	hartree/bohr
lowest unoccupied orbital energy	1.22	eV
HOMO level	-9.23	eV
frontier orbital gap	10.444	eV
SMILES	C/C=C/CCCC



[2]
ORCA calculation (wB97M-V/def2-TZVPD) on the molecule C4H7ClN2 at a distorted geometry.

ORCA input file:
```
! RIJCOSX wB97M-V def2-TZVPD def2/J DEFGRID3
* xyz 0 1
C 2.750 0.575 0.076
H 0.754 0.302 -1.058
N -0.512 -0.917 0.517
H 3.151 -0.202 0.851
H 3.331 0.577 -0.820
H -3.359 -0.007 0.453
Cl -1.244 1.625 -0.296
C -2.728 -0.732 -0.197
H -3.017 -0.600 -1.279
H -2.615 -1.656 0.253
H 2.717 1.439 0.780
N 0.753 -0.468 0.779
C 1.368 0.152 -0.111
C -1.349 -0.087 0.053
*
```

energy above the lowest of the compared OMol25 structures with the same formula, charge and spin	285.7	kJ/mol
F_max	0.103	hartree/bohr
lowest unoccupied orbital energy	0.81	eV
HOMO level	-9.48	eV
frontier orbital gap	10.293	eV
SMILES	C/C=N/N=C(/C)Cl



[3]
ORCA calculation (wB97M-V/def2-TZVPD) on a structure of composition C16H12N3O13V.

ORCA input file:
```
! RIJCOSX wB97M-V def2-TZVPD def2/J DEFGRID3
* xyz 1 2
H 3.204 0.293 1.108
O -0.748 0.501 -1.205
C -1.752 -1.537 -1.905
C 3.108 -2.846 -0.187
C 2.398 -2.529 -1.337
O 0.866 5.431 -1.191
C -2.567 -3.054 -0.284
C -1.271 -0.702 -0.897
N -3.261 -4.318 0.043
H 3.974 -2.055 1.626
H 2.146 -3.279 -2.072
O 1.978 0.988 -0.910
H 1.460 -0.869 -2.418
C -2.078 -2.274 0.742
H -2.208 -2.575 1.773
O -3.646 -4.988 -0.890
C -2.423 -2.704 -1.613
O 0.594 3.201 -1.178
C 0.072 3.023 2.341
C -1.413 -1.096 0.436
H -3.128 3.267 2.024
O 0.254 0.439 1.130
C 1.488 4.202 0.762
O 1.044 2.934 1.302
O -0.438 -0.785 -3.623
O -3.372 -4.595 1.216
V 0.282 1.608 -0.328
H 0.172 2.143 2.979
H 2.576 4.167 0.709
O -2.474 -1.349 -4.071
C -1.296 2.972 1.713
N 2.333 -0.290 -0.651
H 3.419 -3.865 -0.003
C 2.015 -1.224 -1.559
H 0.203 3.922 2.939
C -0.803 -0.279 1.532
N -1.549 -1.182 -3.316
H 1.186 5.029 1.400
O -1.182 -0.301 2.671
C 3.421 -1.846 0.722
C 0.935 4.378 -0.643
H -2.822 -3.330 -2.399
O -2.271 3.381 2.471
C 3.019 -0.555 0.468
O -1.444 2.549 0.572
*
```

energy above the lowest of the compared OMol25 structures with the same formula, charge and spin	3.8	kJ/mol
⟨S²⟩	0.758
F_max	0.011	hartree/bohr
lowest unoccupied orbital energy (alpha / beta)	-5.27 / -4.65	eV
HOMO level (alpha / beta)	-13.19 / -13.27	eV
frontier orbital gap (alpha / beta)	7.917 / 8.617	eV